{
  "formula": "C41H40ClCuNO5PSSe",
  "method": "the ωB97M-V functional and the def2-TZVPD basis",
  "symbols": ["Cu", "O", "N", "C", "C", "C", "C", "C", "C", "C", "P", "C", "C", "C", "C", "C", "C", "C", "C", "C", "C", "C", "C", "H", "H", "H", "H", "H", "H", "H", "H", "H", "H", "H", "H", "H", "H", "H", "H", "Cl", "C", "C", "O", "O", "H", "H", "Se", "C", "C", "C", "C", "C", "C", "H", "H", "H", "H", "H", "C", "C", "O", "C", "C", "H", "H", "H", "H", "H", "H", "H", "H", "H", "H", "C", "C", "O", "S", "C", "C", "C", "C", "C", "C", "C", "C", "H", "H", "H", "H", "H", "H", "H"],
  "xyz": [[0.05129, -0.30874, 1.29011], [-0.99991, -1.32185, 3.87783], [-1.10582, -1.42759, 2.47095], [-1.67604, -2.58130, 2.17319], [-1.91354, -3.13697, 0.89596], [-2.69650, -4.33925, 0.90002], [-3.05940, -5.00640, -0.22839], [-2.64688, -4.52641, -1.50404], [-1.86792, -3.40244, -1.55170], [-1.46905, -2.67557, -0.40482], [-0.32748, -1.32301, -0.68204], [0.92459, -2.14823, -1.75986], [1.15117, -1.87869, -3.10463], [2.03178, -2.66033, -3.84885], [2.68765, -3.72930, -3.26140], [2.47429, -4.00441, -1.91358], [1.61263, -3.21428, -1.17241], [-1.15718, -0.16625, -1.83651], [-0.42231, 0.87482, -2.40728], [-1.03761, 1.83213, -3.19691], [-2.41054, 1.77188, -3.41363], [-3.15190, 0.74930, -2.84147], [-2.52859, -0.21732, -2.05816], [-0.84357, -0.36521, 4.05947], [-2.03475, -3.15617, 3.02370], [-3.01857, -4.71616, 1.86565], [-3.65888, -5.90650, -0.15128], [-2.92849, -5.04212, -2.41353], [-1.52827, -3.05224, -2.52283], [0.61736, -1.07479, -3.59410], [2.18672, -2.43742, -4.89824], [3.35932, -4.34702, -3.84578], [2.97662, -4.84096, -1.44197], [1.42924, -3.44931, -0.12861], [0.64593, 0.94282, -2.22381], [-0.44894, 2.63232, -3.63111], [-2.89802, 2.52383, -4.02278], [-4.22329, 0.70149, -2.99843], [-3.10981, -1.01050, -1.60343], [3.37678, -1.34508, 5.67172], [1.82203, -1.15372, 4.81744], [2.02512, -0.83959, 3.36762], [2.88424, -1.71769, 2.73405], [1.48153, 0.02907, 2.78526], [1.25656, -0.33960, 5.26274], [1.25908, -2.07935, 4.90200], [-0.35150, 1.69881, 4.95686], [-2.07600, 2.42089, 5.31895], [-2.25501, 3.78954, 5.56334], [-3.51643, 4.32749, 5.78565], [-4.64559, 3.51692, 5.76905], [-4.48718, 2.15695, 5.52641], [-3.22634, 1.61880, 5.30567], [-1.38176, 4.43091, 5.57523], [-3.61817, 5.39151, 5.97143], [-5.62977, 3.93654, 5.94047], [-5.35525, 1.50665, 5.50548], [-3.11717, 0.55787, 5.11091], [-2.84991, 1.52262, 1.48690], [-1.65566, 2.44103, 1.43743], [-0.58672, 1.78064, 0.72864], [0.45910, 2.66552, 0.35671], [1.21654, 3.25757, 1.52989], [-3.67196, 2.03187, 1.99508], [-2.61605, 0.61626, 2.04753], [-3.16926, 1.24171, 0.48005], [-1.32324, 2.68882, 2.44771], [-1.89257, 3.36367, 0.89175], [0.03411, 3.45978, -0.26984], [1.12412, 2.07128, -0.26964], [0.59094, 3.91669, 2.13207], [2.05917, 3.84430, 1.15184], [1.59194, 2.47708, 2.19186], [3.09737, 2.33935, -7.07779], [3.01992, 1.84732, -5.65103], [2.20043, 2.24009, -4.87073], [4.28811, 0.65013, -5.29638], [4.01670, 0.22267, -3.60141], [3.81353, 1.16367, -2.59823], [3.66000, 0.74041, -1.28916], [3.70975, -0.61571, -0.96398], [3.94385, -1.54672, -1.97130], [4.08720, -1.12861, -3.28385], [3.48010, -1.03214, 0.39307], [3.20529, -1.37719, 1.50149], [2.12966, 2.17398, -7.55047], [3.87988, 1.84409, -7.65023], [3.28681, 3.41281, -7.05694], [3.75595, 2.21608, -2.83519], [3.49230, 1.46365, -0.50208], [3.96468, -2.60025, -1.72990], [4.22741, -1.86122, -4.06943]],
  "gap_ev": [4.18, 5.65],
  "e_homo_ev": [-2.350, -3.821],
  "lumo_ev": [1.83, 1.83],
  "multiplicity": 2,
  "s_squared": 0.77,
  "charge": -1
}



{
  "formula": "C3H5N3",
  "method": "the ωB97M-V functional and the def2-TZVPD basis",
  "symbols": ["N", "C", "C", "N", "C", "N", "H", "H", "H", "H", "H"],
  "xyz": [[2.15560, -0.41246, -0.05476], [0.85287, -0.03250, -0.01456], [0.30029, 1.28504, -0.03597], [-2.30863, -0.19600, -0.64946], [-1.43195, -0.32786, 0.26074], [-0.14491, -0.85297, 0.01134], [2.33874, -1.36036, 0.24535], [2.84766, 0.27069, 0.21050], [0.17194, 1.62398, -1.07756], [-3.17406, 0.13561, -0.22309], [-1.60756, -0.13317, 1.32748]],
  "gap_ev": 8.08,
  "e_homo_ev": -9.117,
  "e_above_lowest_ev": 4.620,
  "lumo_ev": -1.03
}